[1]
45
Properties=species:S:1:pos:R:3:forces:R:3 method="wB97M-V/def2-TZVPD" energy_ha=-3090.9762 lumo_energy_ev="-7.6 / -7.6" charge=+2 largest_force_ev_per_a=1.2 spin_multiplicity=2 homo_energy_ev="-14.109 / -14.634" e_above_lowest_ev=0.0000
Ta -0.078904 -0.270171 0.372498 0.195 0.949 0.667
C 2.938017 2.807167 4.322292 -0.023 0.031 -0.013
C 2.907185 2.200845 2.947169 0.071 -0.053 -0.078
O 3.111553 0.743649 3.083241 -0.244 -0.215 -0.014
P 2.283186 -0.325348 2.310377 0.670 0.271 -0.059
S 2.372394 -0.046786 0.293014 0.044 -0.052 0.105
S 0.289116 -0.316143 2.715355 -0.214 -0.093 0.039
O 2.828791 -1.697400 2.775343 -0.022 0.007 -0.032
C 4.290142 -1.991452 2.807052 -0.057 0.075 0.027
C 4.458219 -3.468768 2.603402 0.025 0.000 -0.010
H 2.837079 3.889023 4.239619 0.001 0.016 -0.023
H 3.881931 2.593288 4.818466 0.023 -0.020 0.007
H 2.119477 2.433769 4.935482 -0.005 -0.018 0.015
H 3.719143 2.543442 2.308697 -0.032 0.046 0.028
H 1.955839 2.364516 2.435990 0.006 0.029 0.027
H 4.635249 -1.649684 3.779953 0.016 -0.019 -0.025
H 4.765286 -1.399563 2.023295 0.030 -0.044 0.007
H 3.922019 -4.028104 3.367049 -0.019 -0.014 0.013
H 5.515883 -3.718990 2.679099 0.026 0.013 0.009
H 4.110808 -3.773340 1.616951 -0.025 -0.011 -0.012
Cl -5.839575 4.398862 -0.204298 -0.001 -0.003 0.002
C -4.675364 3.143221 -0.079801 0.135 0.186 -0.013
C -5.113507 1.813027 0.015315 0.054 -0.100 0.013
C -4.224746 0.758371 0.113768 0.105 0.491 -0.020
C -2.865678 1.051764 0.124170 0.041 0.042 -0.096
O -1.958224 0.076210 0.206866 -0.339 -0.246 -0.055
C -2.396241 2.387264 0.027494 -0.263 -0.119 0.001
C -1.014978 2.667026 0.015369 -0.246 -0.126 -0.003
O -0.099908 1.795352 0.108061 0.195 -0.043 -0.154
C -3.333704 3.441121 -0.076978 -0.174 -0.199 0.019
H -6.177646 1.620130 0.009903 -0.028 -0.005 -0.003
H -4.580545 -0.257823 0.184425 0.059 -0.069 0.005
H -0.692906 3.705576 -0.082816 0.050 -0.031 0.002
H -3.000934 4.467081 -0.154277 0.028 0.031 -0.003
Cl 2.204616 -5.293602 -1.255658 -0.048 0.024 0.030
C 0.805975 -4.433913 -0.774530 0.027 0.189 0.015
C -0.428272 -5.062205 -0.655669 0.030 0.088 0.013
C -1.524990 -4.306617 -0.267112 0.031 0.046 0.010
C -1.368168 -2.962581 -0.015076 -0.011 -0.037 0.013
N -0.165033 -2.344714 -0.126003 -0.068 -0.783 -0.415
C 0.907037 -3.079087 -0.504545 -0.034 -0.158 -0.014
H -0.524759 -6.118747 -0.865750 0.016 -0.024 -0.004
H -2.499759 -4.760160 -0.162982 -0.014 0.009 0.004
H -2.200222 -2.342804 0.286345 -0.033 -0.021 -0.009
H 1.852414 -2.563303 -0.584167 0.018 -0.039 -0.019

[2]
228
Properties=species:S:1:pos:R:3:forces:R:3 method="wB97M-V/def2-TZVPD" energy_ha=-9270.8820 lumo_energy_ev=-0.1 largest_force_ev_per_a=4.2 homo_energy_ev=-9.164
C -1.577398 0.738739 3.314523 1.149 -4.053 -0.223
O -1.252928 -0.162351 4.155203 -1.012 3.143 -1.492
N -1.487808 0.446469 1.969153 -0.266 1.848 0.691
C -1.850518 1.489699 0.942813 0.892 -0.665 -0.306
C -1.057218 -0.876531 1.453953 -1.580 0.748 -0.668
H -1.990768 1.741489 3.503763 0.190 -0.191 0.317
H -2.339448 2.425659 1.213063 -0.315 -0.466 1.177
H -2.476678 1.063829 0.158813 -0.017 -0.266 0.074
H -0.941698 1.863099 0.470883 0.256 -0.336 -0.218
H -0.913578 -1.652061 2.206293 0.197 0.602 0.131
H -1.917398 -1.154001 0.844693 -0.271 -0.593 -0.016
H -0.283548 -0.825461 0.687853 0.606 0.328 0.548
C 3.691582 4.013879 0.597893 0.302 0.032 0.360
O 2.740282 4.698369 0.263653 0.191 0.103 0.201
N 4.248402 3.968609 1.839073 0.702 1.044 1.345
C 5.285842 2.996659 2.233343 -0.517 0.155 -0.469
C 4.036842 5.050189 2.847833 -1.371 -1.075 -0.604
H 4.219512 3.378329 -0.129827 -0.124 -0.321 0.087
H 5.204632 2.200889 1.492913 0.604 -0.165 0.249
H 5.150942 2.603209 3.240863 -0.925 -0.198 -0.071
H 6.290822 3.398119 2.363533 0.126 0.393 -0.885
H 3.721932 4.562249 3.770253 0.651 0.021 0.333
H 4.897672 5.709509 2.958953 0.015 -0.221 0.015
H 3.134742 5.615069 2.612843 0.303 0.221 -0.553
C -5.210698 -0.775221 -2.106737 1.030 3.797 -0.263
O -5.192778 0.480519 -2.332647 -0.505 -3.601 0.606
N -4.141638 -1.561801 -2.225327 0.166 -1.218 -1.334
C -4.306908 -3.010911 -2.018127 0.434 0.492 0.305
C -2.801078 -1.235981 -2.782457 -0.621 0.759 0.967
H -6.019068 -1.381961 -1.670147 -0.519 0.719 -0.214
H -3.545718 -3.287301 -1.288527 0.104 -0.509 -0.194
H -4.191598 -3.541661 -2.963177 0.234 -0.066 0.064
H -5.265428 -3.309301 -1.593517 -0.076 0.453 -0.015
H -2.190928 -1.234331 -1.879237 0.784 -0.493 -0.380
H -2.505598 -1.922771 -3.575627 -0.004 -0.371 0.432
H -2.644398 -0.242181 -3.201867 -0.907 0.170 0.119
C -2.638298 -2.723481 5.614193 -0.743 1.047 2.477
O -3.034278 -3.504651 4.791783 0.152 -0.599 -1.293
N -2.854988 -2.895981 6.960233 0.402 0.480 0.287
C -2.555008 -1.811641 7.943253 0.404 -1.144 -0.836
C -3.557278 -4.058211 7.464913 -0.380 0.245 0.680
H -2.194578 -1.725101 5.478033 0.292 -0.244 -0.780
H -3.441208 -1.447421 8.462963 -0.169 0.080 -0.321
H -2.014868 -1.020771 7.422803 -0.323 0.142 -0.037
H -1.869678 -2.179271 8.706983 0.014 -0.202 0.066
H -4.581218 -3.779411 7.713753 -0.286 0.016 -0.083
H -3.613258 -4.919561 6.799303 0.400 0.400 -0.210
H -3.116998 -4.348521 8.418833 0.221 -0.202 -0.052
Cl -1.545618 2.807659 -2.509837 0.811 -0.018 -0.141
C -3.237658 3.274759 -2.282137 0.205 1.526 0.972
C -3.627308 4.472619 -3.189157 -0.914 -2.619 -0.568
Cl -3.740688 3.728009 -4.827257 0.352 0.404 -0.710
H -3.294738 3.657549 -1.263157 -0.046 -0.185 0.229
H -3.760778 2.319409 -2.323757 -0.702 0.561 -0.540
H -2.965758 5.338869 -3.197257 -0.063 -0.298 0.199
H -4.688938 4.679429 -3.054027 0.299 0.564 0.673
Cl -1.657888 6.732159 -0.150497 0.818 -0.418 0.285
C -0.276258 5.621089 0.356583 0.622 1.373 0.578
C -0.075158 5.665059 1.945743 -0.765 -0.916 -1.823
Cl -1.617478 5.270659 2.755983 -0.108 0.009 0.283
H 0.650472 6.015909 -0.059817 -0.120 0.476 0.079
H -0.416298 4.754339 -0.289357 -0.351 -0.695 1.176
H 0.255112 6.651229 2.272093 -0.223 -0.042 -0.258
H 0.627942 4.913659 2.305113 0.091 0.074 -0.441
Cl -5.275858 0.463649 5.207493 -0.319 -0.406 -0.699
C -5.303178 0.113429 3.402613 0.454 -0.494 0.208
C -5.210088 -1.408021 3.096673 -0.017 0.841 1.905
Cl -5.743548 -1.785141 1.475883 0.313 0.064 -0.864
H -4.349948 0.557129 3.115263 -0.441 0.170 -0.489
H -6.150638 0.608219 2.928183 0.136 0.007 0.263
H -5.837328 -2.044421 3.720903 0.016 0.430 0.267
H -4.176438 -1.649501 3.344403 -0.003 -0.606 -0.680
C -0.260648 6.431449 7.287193 0.191 -1.826 1.686
C 1.113782 5.987819 7.938633 -0.124 2.199 -2.469
O 1.337402 4.599489 7.702713 -0.583 -0.743 1.556
P 1.505042 3.601929 8.954353 2.724 -1.139 2.298
O 1.471712 4.097389 10.395873 0.281 -0.320 -3.837
O 2.948742 2.804519 8.574473 -1.269 1.317 -0.025
C 2.998962 1.742539 7.550773 -2.926 0.233 0.794
C 4.163502 1.693289 6.668333 2.003 0.074 0.265
O 0.494632 2.429189 8.720343 0.250 -0.597 -0.555
C -0.822278 2.571299 8.208433 -0.111 -0.388 0.767
C -1.627338 3.428759 9.149353 -1.125 1.109 0.069
H -0.537088 7.476249 7.145503 0.787 0.035 0.082
H -0.386588 5.852829 6.372083 0.064 0.243 -0.139
H -0.968818 6.020179 8.006543 -0.588 0.141 -0.286
H 1.855372 6.441699 7.281263 0.413 0.291 0.438
H 1.289182 6.315229 8.963403 -0.279 -0.373 0.003
H 2.822492 0.850409 8.151663 0.169 -0.249 -0.422
H 2.161792 1.903839 6.871643 -0.529 -0.271 0.345
H 5.028932 1.805329 7.321463 0.492 0.563 -0.436
H 4.349452 0.725479 6.202653 -0.618 -0.242 0.126
H 4.095922 2.404719 5.845293 0.328 0.318 0.318
H -0.769858 2.792759 7.142463 -0.184 0.793 0.110
H -1.271738 1.578619 8.234373 0.206 -0.174 0.124
H -2.653338 3.448629 8.781903 -0.222 -0.131 0.206
H -1.609928 3.148069 10.202443 0.001 -1.035 -0.233
H -1.385798 4.479469 9.309903 0.615 0.144 -0.867
C -8.037288 1.316299 -0.428267 1.229 0.676 -0.858
C -8.174048 2.853989 -0.353757 -1.726 -1.907 -0.346
O -7.935238 3.145859 1.023973 2.870 2.721 0.628
P -6.433208 3.777219 1.359923 0.110 -1.412 -1.007
O -5.336008 2.722959 1.304393 -1.968 2.325 0.657
O -6.211278 4.969659 0.266493 -1.481 -2.999 0.242
C -5.037538 5.708009 0.253913 1.150 1.893 0.447
C -5.362558 6.901739 1.111353 1.149 1.010 0.930
O -6.690428 4.588909 2.743153 0.745 -1.105 -1.576
C -5.921258 4.128959 3.875863 -0.873 1.698 2.034
C -5.998988 5.304909 4.978113 0.176 -0.721 -1.680
H -8.360148 0.821879 0.487923 -0.404 0.195 -0.210
H -8.452838 0.887169 -1.340007 -0.365 0.022 0.152
H -6.965428 1.141369 -0.521077 0.130 -0.279 0.136
H -7.621798 3.408939 -1.112147 0.712 -0.108 0.497
H -9.204398 3.143009 -0.560967 -0.187 0.058 0.308
H -4.115228 5.273669 0.639663 -0.357 -0.906 0.610
H -4.652388 5.964069 -0.733097 -1.040 0.041 -0.574
H -5.312658 6.566689 2.147383 -0.122 0.081 0.082
H -4.586188 7.662629 1.031423 0.056 0.145 -0.113
H -6.331888 7.388759 1.004883 -0.009 -0.338 -0.578
H -6.490288 3.283879 4.263363 0.545 -0.244 0.181
H -4.899098 3.865849 3.603723 -0.137 0.007 -0.025
H -7.042058 5.477519 5.243253 0.080 -0.477 0.439
H -5.320928 5.125859 5.812543 -0.398 -0.324 0.140
H -5.708418 6.278089 4.582393 0.336 -0.149 -0.474
C -4.219508 -7.909921 -3.608757 0.442 -0.324 -1.030
C -3.632328 -6.673561 -3.001157 0.748 0.772 0.512
O -3.709678 -6.633321 -1.562167 0.826 -0.447 2.067
P -2.449978 -7.194211 -0.663267 1.294 0.877 -2.665
O -1.140848 -7.126791 -1.450247 -2.681 0.128 2.072
O -2.505278 -6.522941 0.795223 -0.814 -0.355 -1.247
C -2.199378 -5.163551 0.946213 2.411 2.350 0.075
C -1.044328 -5.044171 2.018613 -1.646 -0.392 -1.459
O -2.947888 -8.616011 -0.277077 0.423 -1.293 -0.471
C -2.015098 -9.530231 0.317323 -0.645 -1.014 3.181
C -2.507858 -9.810881 1.808373 1.551 0.167 -0.261
H -5.217128 -8.183641 -3.265367 0.266 -0.034 0.312
H -4.296418 -7.773601 -4.687457 -0.270 0.492 -0.179
H -3.494718 -8.724021 -3.613077 -0.249 -0.319 0.810
H -2.563048 -6.553461 -3.175287 -0.013 -0.233 -0.758
H -4.114478 -5.752811 -3.329597 -0.244 -0.155 -0.032
H -1.721508 -4.752871 0.056783 0.192 -0.427 -0.619
H -3.023858 -4.453251 1.007823 -0.695 -0.756 0.926
H -0.658708 -4.029291 2.115703 -0.360 0.002 0.212
H -1.440368 -5.467581 2.941643 0.604 0.114 0.142
H -0.276598 -5.624181 1.506493 0.295 -0.294 0.738
H -2.012158 -10.537931 -0.098157 -0.421 0.426 -0.941
H -0.968088 -9.227451 0.331213 -0.255 0.688 -0.297
H -2.804918 -8.951041 2.408813 -0.921 0.226 -0.757
H -3.156498 -10.685341 1.860263 -0.381 0.482 0.006
H -1.652318 -10.051071 2.439603 0.522 -0.631 -0.362
C -1.324358 -5.372511 -7.734917 0.682 -2.156 -0.165
C -0.852038 -6.696241 -6.906067 -1.898 2.200 -1.893
O -0.055048 -6.356521 -5.777937 1.566 0.610 -0.250
P 1.394112 -5.574111 -5.900607 0.074 0.065 -0.146
O 2.502572 -6.299891 -6.629957 -2.305 1.694 1.849
O 0.946502 -4.129471 -6.600467 -0.367 -2.601 1.936
C 1.836822 -3.327191 -7.309137 -0.522 1.861 -0.957
C 0.998962 -2.199251 -8.030447 0.802 -1.581 0.421
O 1.645582 -5.180661 -4.304527 -0.268 -1.437 -2.031
C 0.621802 -4.476551 -3.579767 0.155 1.993 0.292
C 0.814492 -4.473891 -2.057447 0.876 -1.660 -0.987
H -0.483828 -5.085751 -8.366877 0.058 0.706 0.549
H -2.035108 -5.658921 -8.510097 -0.448 -0.432 0.283
H -1.791308 -4.594561 -7.130877 0.528 -0.013 0.043
H -1.782498 -7.182791 -6.613467 0.228 0.082 0.935
H -0.460878 -7.400141 -7.640647 0.979 0.123 0.328
H 2.535862 -2.831271 -6.635707 0.353 -0.329 0.021
H 2.308302 -3.923631 -8.090207 0.488 0.117 0.219
H 0.522012 -2.737471 -8.849547 -0.093 0.578 -0.308
H 0.218262 -1.747011 -7.418827 0.254 -0.081 0.231
H 1.721532 -1.450251 -8.354477 -0.302 0.058 -0.323
H 0.756412 -3.441191 -3.892847 -0.444 0.209 -0.295
H -0.393008 -4.794871 -3.818367 0.184 -0.312 -0.187
H 0.712972 -5.528351 -1.800707 -0.544 0.142 0.758
H 1.840132 -4.244671 -1.768277 -0.001 0.462 -0.187
H 0.110052 -3.801331 -1.568037 -0.068 -0.249 -0.064
C 6.022282 -3.175651 -5.737087 -0.289 1.349 -1.731
C 7.044732 -2.633221 -4.770077 -0.404 0.977 -0.943
O 6.987552 -3.547351 -3.719147 0.382 -0.552 1.770
P 7.230702 -3.079771 -2.209287 1.995 -0.433 -0.441
O 7.920832 -1.786041 -2.084317 -0.785 0.198 -0.059
O 8.185912 -4.246751 -1.625877 -1.670 -0.323 0.449
C 9.602632 -4.202781 -1.822337 0.502 1.434 -2.413
C 9.957332 -4.075151 -3.286257 0.507 -0.537 -1.447
O 5.805442 -3.268111 -1.556077 2.800 -1.298 1.217
C 4.666322 -2.579771 -1.846327 -2.796 1.889 -0.162
C 4.503812 -1.152161 -1.214607 1.128 -0.454 -0.514
H 5.853592 -2.579371 -6.633797 1.277 0.454 -0.542
H 6.396562 -4.133711 -6.097837 -0.758 -0.236 0.313
H 4.962472 -3.057791 -5.511217 0.036 -1.136 1.400
H 8.028702 -2.570741 -5.234837 0.249 -0.664 -0.061
H 6.955352 -1.615161 -4.391027 -0.780 0.124 -0.063
H 9.990372 -3.229441 -1.521707 0.054 -0.461 1.512
H 10.154782 -5.112201 -1.585317 -0.774 0.144 1.403
H 11.037072 -4.122701 -3.427677 0.320 0.338 0.518
H 9.683712 -4.941431 -3.888577 -0.769 0.102 -0.067
H 9.644872 -3.133431 -3.737527 -0.218 -0.174 -0.016
H 4.488852 -2.545821 -2.921247 0.150 0.113 -0.221
H 3.835472 -3.162031 -1.447877 0.143 -0.241 0.046
H 3.456032 -0.856991 -1.158637 0.013 -0.245 0.115
H 4.995812 -1.115851 -0.242647 -0.369 -0.232 0.244
H 5.028052 -0.379451 -1.776927 0.021 -0.091 -0.318
C 5.188082 1.283239 -5.133387 -0.536 -2.181 1.222
C 6.284132 2.306749 -5.323017 -2.530 -0.418 -2.157
O 5.917052 3.513189 -4.653507 -0.242 1.032 0.977
P 4.955252 4.542959 -5.435547 -2.447 0.126 -1.409
O 4.039572 3.952829 -6.480647 1.773 0.653 2.178
O 4.096922 5.462159 -4.290587 2.092 -0.570 -1.780
C 3.399852 4.757149 -3.258527 1.111 -0.861 1.178
C 2.026012 4.355379 -3.610627 -1.863 -0.833 -0.975
O 6.006812 5.512129 -6.154447 -0.590 0.522 0.839
C 6.537512 6.653449 -5.458477 -0.079 0.697 0.994
C 7.477322 6.301529 -4.355607 1.521 -1.031 0.522
H 5.379412 0.373399 -5.702317 0.434 0.001 -0.306
H 5.023722 0.881519 -4.133537 0.671 0.214 0.576
H 4.150092 1.498049 -5.387427 0.361 1.141 -0.591
H 7.311252 1.953759 -5.230667 -0.173 0.442 0.844
H 6.092212 2.494229 -6.379477 0.874 0.303 -0.400
H 4.119222 3.983159 -2.991067 -0.626 -0.950 -0.034
H 3.321462 5.249089 -2.289017 0.427 1.231 -0.373
H 1.271832 5.141569 -3.575807 0.436 0.623 -0.076
H 1.924712 3.925789 -4.607267 0.297 -0.063 -0.095
H 1.556432 3.635819 -2.939947 0.591 -0.287 0.355
H 7.085142 7.304619 -6.139787 -0.492 -0.256 -0.454
H 5.732382 7.192809 -4.959527 -0.303 0.219 -0.635
H 7.051222 5.706829 -3.547597 -0.269 0.078 -0.079
H 8.314462 5.721759 -4.744397 0.005 -0.314 -0.139
H 7.992832 7.147949 -3.901817 -0.481 0.426 -0.100